C49H105F15N9O27S5 | wB97M-V/def2-TZVPD

2S+1: 1
Energy (eV): -216138.2725
Net charge: +1
E_HOMO (eV): -10.69
Frontier orbital gap (Eh): 0.34134

Each line ends with the Mulliken charge.
Geometry (Å):
C1 4.4010 5.3915 0.7982  -0.535
O1 3.0618 5.0968 0.2506  -0.619
C2 2.6942 3.7347 0.5112  0.662
C3 1.2654 3.5323 0.0756  0.108
N1 1.3156 3.8440 -1.3673  0.335
H1 1.5745 4.8384 -1.4850  0.594
H2 2.1368 3.2709 -1.7435  0.183
C4 0.1181 3.4594 -2.1384  0.071
C5 0.1424 3.8122 -3.5834  -0.084
O2 0.0079 5.2002 -3.9203  -0.464
C6 -1.3577 5.4675 -4.2542  -0.424
H3 4.4288 4.9114 1.8029  0.137
H4 4.5319 6.4647 0.9234  0.282
H5 5.1267 4.9296 0.1308  0.242
H6 2.7916 3.5987 1.5769  -0.347
H7 3.2954 3.0223 0.0042  0.265
H8 0.5928 4.3168 0.5418  0.836
H9 0.9018 2.4985 0.2431  -0.934
H10 -0.7955 3.8553 -1.6587  0.290
H11 0.0782 2.3929 -2.1732  -0.645
H12 -0.7178 3.2756 -4.0606  -0.003
H13 1.0369 3.4193 -4.0818  0.262
H14 -1.8343 4.6516 -4.8733  0.057
H15 -1.3808 6.3474 -4.9340  0.355
H16 -1.9132 5.6093 -3.3514  0.258
C7 -3.8395 -2.1775 -2.9512  -1.018
O3 -3.3786 -1.6271 -1.6999  0.139
C8 -4.4066 -1.8269 -0.8226  -0.514
C9 -4.0920 -1.5130 0.6078  -0.877
N2 -3.0197 -2.4891 1.1138  1.561
H17 -3.2874 -3.4465 0.8178  0.552
H18 -2.1657 -2.3567 0.6041  -0.777
C10 -2.8667 -2.6427 2.6402  0.668
C11 -3.1774 -4.0571 3.0812  -1.129
O4 -4.5097 -4.2796 2.7377  -0.314
C12 -5.0054 -5.5387 3.0859  -0.810
H19 -3.1072 -1.9320 -3.6993  0.307
H20 -4.8558 -1.8341 -3.1441  0.431
H21 -3.7578 -3.2877 -2.8718  0.285
H22 -4.7935 -2.8601 -0.7884  0.624
H23 -5.2859 -1.2667 -1.1418  -0.151
H24 -4.9270 -1.6628 1.2088  1.024
H25 -3.6779 -0.4928 0.7045  -0.182
H26 -3.6144 -1.9424 3.0699  0.557
H27 -1.8787 -2.3305 2.8755  -1.251
H28 -3.0950 -3.9533 4.1573  0.707
H29 -2.5271 -4.7831 2.5746  0.438
H30 -4.3982 -6.3177 2.6188  0.324
H31 -6.0167 -5.6611 2.6515  0.249
H32 -5.1180 -5.6373 4.1513  0.316
C13 1.1915 6.4371 3.2128  -0.955
O5 0.6976 5.0850 3.0595  0.269
C14 -0.4676 4.7902 3.8561  -0.447
C15 -0.0756 4.4724 5.2742  -0.412
N3 0.7059 3.2171 5.1920  1.471
H33 0.0869 2.4545 4.8873  -0.827
H34 1.3802 3.2389 4.4066  -0.191
C16 1.5035 2.8086 6.3828  -0.298
C17 0.5843 2.5571 7.6018  -0.825
O6 0.2501 3.7769 8.2612  -0.327
C18 -0.0311 3.5509 9.6433  -0.810
H35 1.6443 6.7701 2.2668  0.142
H36 2.0011 6.4392 3.9193  0.287
H37 0.3118 7.0342 3.3975  0.413
H38 -1.0124 3.8501 3.4563  -0.276
H39 -1.2053 5.6474 3.9310  0.470
H40 -0.9548 4.3461 5.8521  0.418
H41 0.5745 5.2083 5.7718  0.495
H42 2.1176 3.6807 6.5877  0.507
H43 2.0963 1.9152 6.1194  0.205
H44 1.1196 1.8892 8.2809  0.661
H45 -0.3304 2.0108 7.4010  0.331
H46 -0.4490 4.4340 10.1313  0.256
H47 0.8897 3.2282 10.1551  0.323
H48 -0.7827 2.7788 9.7804  0.318
C19 -6.0869 -1.3278 -5.3178  -0.570
O7 -6.8304 -1.1900 -4.1302  -0.396
C20 -7.4967 0.1079 -3.8355  -0.918
C21 -6.7083 0.8530 -2.7752  -0.521
N4 -5.3675 1.3286 -3.0122  0.732
H49 -4.5482 1.4384 -1.7210  0.535
H50 -4.9339 0.5741 -3.5531  -0.484
C22 -5.2974 2.5930 -3.7279  -1.472
C23 -3.9490 2.8042 -4.5307  0.446
O8 -3.9480 1.6643 -5.4148  -0.383
C24 -2.6143 1.4806 -5.9686  -0.475
H51 -5.2374 -0.6463 -5.4384  0.215
H52 -6.7268 -1.2768 -6.2178  0.464
H53 -5.6750 -2.3866 -5.1491  0.160
H54 -8.3983 -0.2343 -3.3266  0.415
H55 -7.7515 0.6611 -4.6957  0.430
H56 -6.6757 0.1790 -1.8539  0.042
H57 -7.2404 1.7536 -2.4635  0.537
H58 -5.4647 3.3886 -3.0613  0.484
H59 -6.0677 2.6138 -4.4661  0.588
H60 -3.1453 2.8615 -3.7526  -0.367
H61 -4.0091 3.7123 -5.0896  0.626
H62 -2.7289 1.0254 -6.9954  0.284
H63 -1.8785 0.9287 -5.3514  -0.105
H64 -2.1187 2.4741 -6.0736  0.387
C25 2.5253 -3.2052 7.4327  -0.783
O9 2.3149 -3.3126 6.0582  -0.441
C26 2.0227 -2.1485 5.2302  -0.205
C27 1.5406 -2.5978 3.8100  0.236
N5 2.6142 -3.3203 2.9435  0.689
H65 2.7339 -4.2842 3.2132  0.743
H66 2.2427 -3.4571 1.9508  -0.251
C28 3.9714 -2.6814 2.9037  -0.222
C29 4.9694 -3.2888 3.8022  -0.829
O10 5.0262 -4.6521 3.3159  -0.351
C30 5.7563 -5.4440 4.2060  -0.795
H67 2.8583 -4.1587 7.7840  0.315
H68 1.6158 -2.9149 8.0176  0.258
H69 3.3474 -2.5185 7.7252  0.291
H70 2.9532 -1.5328 5.3066  0.176
H71 1.0946 -1.6314 5.6037  0.292
H72 1.2576 -1.6426 3.2974  -0.512
H73 0.6596 -3.3119 3.9632  0.301
H74 3.6828 -1.6115 3.0303  0.243
H75 4.3418 -2.8017 1.8646  0.446
H76 4.7156 -3.2504 4.8683  0.384
H77 5.8931 -2.7456 3.5272  0.396
H78 5.4438 -6.4605 4.2589  0.292
H79 5.7255 -4.9881 5.1830  0.330
H80 6.7723 -5.5142 3.8672  0.298
C31 0.5489 -0.9767 -4.0203  0.139
C32 -0.5048 -0.7653 -2.9567  -1.023
N6 -0.0365 -0.4934 -1.5716  1.224
C33 -0.8297 -0.1184 -0.5722  0.176
C34 -0.0021 0.0386 0.5352  0.590
N7 1.2528 -0.3026 0.1572  1.674
C35 1.2235 -0.7154 -1.1238  -1.035
C36 2.5725 -0.2965 0.7749  -0.067
H81 0.0493 -1.2406 -4.9949  -0.046
H82 1.2392 -1.7693 -3.8117  0.423
H83 1.1979 -0.1218 -4.0904  -0.055
H84 -1.0999 -1.5735 -2.9244  0.477
H85 -1.2494 -0.0044 -3.1785  0.102
H86 -1.8773 0.1002 -0.6712  -0.512
H87 -0.3003 0.2151 1.5723  -0.957
H88 2.1245 -1.0871 -1.6573  0.280
H89 2.4770 0.1969 1.7347  0.048
H90 3.2664 0.3077 0.2675  -0.136
H91 2.8098 -1.3833 0.9477  -0.391
C37 2.5797 0.5821 -6.7514  -0.710
C38 3.7665 -0.3891 -6.5349  -0.112
N8 3.2424 -1.7860 -6.3191  0.321
C39 2.0868 -2.3923 -6.7793  -0.891
C40 1.9333 -3.5272 -6.1076  -0.607
N9 2.9906 -3.6028 -5.1623  0.424
C41 3.7794 -2.5074 -5.3701  -0.518
C42 3.3678 -4.7182 -4.3515  -1.052
H92 2.2307 0.4904 -7.7394  0.511
H93 2.8900 1.6973 -6.5922  0.234
H94 1.7422 0.3430 -6.0949  -0.051
H95 4.2042 -0.1032 -5.5875  0.020
H96 4.5035 -0.4366 -7.2919  0.420
H97 1.3164 -2.0057 -7.4207  0.721
H98 1.0847 -4.2019 -6.1528  0.803
H99 4.6931 -2.2148 -4.8481  0.494
H100 4.4291 -4.9126 -4.2716  0.383
H101 2.9486 -5.6240 -4.8230  0.397
H102 2.8948 -4.7592 -3.3515  0.335
C43 -3.1279 2.9169 0.8897  -0.990
C44 -3.3509 2.5120 -0.6012  0.698
O11 -4.1676 1.5228 -0.7003  -0.522
O12 -2.8802 3.1434 -1.4807  -0.505
H103 -3.1198 3.9932 1.1029  0.569
H104 -2.1582 2.5402 1.1860  -0.169
H105 -3.8901 2.5000 1.5692  0.392
C45 0.8722 -5.4194 -0.0736  0.322
F1 -0.1160 -6.2906 -0.3778  -0.206
F2 1.6484 -5.9950 0.8505  -0.204
F3 1.6277 -5.2294 -1.1672  -0.185
S1 0.1767 -3.8272 0.5009  1.154
O13 -0.4073 -4.1596 1.7530  -0.671
O14 1.3970 -3.0640 0.6328  -1.351
O15 -0.7378 -3.3513 -0.4814  -0.692
C46 -1.9321 -4.2563 -7.4936  0.498
F4 -1.8158 -4.3590 -8.8204  -0.230
F5 -3.0183 -4.9100 -7.0627  -0.214
F6 -0.8741 -4.8648 -6.9441  -0.233
S2 -1.9726 -2.4704 -6.9454  1.026
O16 -0.8451 -1.7921 -7.6084  -0.730
O17 -3.2740 -1.9507 -7.2450  -0.618
O18 -1.7625 -2.6937 -5.4878  -0.584
C47 5.6066 1.6995 4.8621  0.370
F7 6.0445 0.4739 5.1502  -0.198
F8 5.1811 2.2388 6.0652  -0.216
F9 6.6797 2.3809 4.3953  -0.217
S3 4.2079 1.5893 3.5440  1.328
O19 4.9583 1.1418 2.3863  -0.771
O20 3.2779 0.7075 4.1361  -0.676
O21 3.6748 2.9703 3.3859  -0.710
C48 -1.7787 -0.9794 5.4833  0.416
F10 -1.1381 -0.7346 6.5955  -0.192
F11 -1.4031 -2.2192 5.0756  -0.128
F12 -3.0844 -0.9614 5.7338  -0.251
S4 -1.4649 0.3077 4.1743  1.074
O22 -2.3740 0.1224 3.0589  -0.506
O23 -1.5346 1.5723 4.8779  -0.699
O24 -0.1089 -0.0731 3.7719  -0.506
C49 5.2365 1.4888 -2.1861  0.267
F13 5.3632 0.6676 -1.1648  -0.184
F14 5.2698 2.7228 -1.6588  -0.205
F15 6.1778 1.2387 -3.1113  -0.238
S5 3.6291 1.1912 -3.0126  1.426
O25 2.7238 1.5087 -1.8885  -0.603
O26 3.6185 2.1947 -4.0645  -0.839
O27 3.6924 -0.2377 -3.3570  -0.529